9
Properties=species:S:1:pos:R:3:forces:R:3:mulliken_charge:R:1 method="wB97M-V/def2-TZVPD" e_lumo_ev=0.5 homo_lumo_gap_ev=9.3 e_above_lowest_ev=3.077
C 0.745 0.796 -0.197 -0.3651 -2.8579 0.7339 0.101
H -1.917 -0.962 1.000 0.1134 -0.0703 0.3540 0.177
H -1.181 1.535 0.113 0.0074 0.8811 -0.0624 0.251
H 1.106 1.766 -0.188 0.6052 1.8300 -0.2435 0.345
H 0.429 -1.638 -0.155 1.1821 0.4066 0.1265 0.281
N -0.648 0.714 -0.035 0.3704 -1.2072 -0.1540 -0.275
N 1.671 -0.100 -0.202 -0.5603 1.0221 -0.1180 -0.314
O 1.408 -1.450 -0.070 -1.3930 -0.2001 -0.1916 -0.305
S -1.612 -0.661 -0.265 0.0400 0.1957 -0.4449 -0.261